No. 1
Entry from the Open Molecules 2025 dataset: 2 unconnected molecules or ions with the total composition C4H11F2N (wB97M-V/def2-TZVPD).

```
! wB97M-V def2-TZVPD RIJCOSX def2/J DEFGRID3
* xyz 0 1
F -2.37 -1.61 -0.26
C -3.23 -0.56 0.01
C -2.53 0.75 -0.16
F -2.29 1.01 -1.51
H -4.11 -0.64 -0.66
H -3.60 -0.66 1.05
H -3.16 1.57 0.24
H -1.57 0.77 0.38
C 2.79 0.85 -0.40
C 2.06 -0.47 -0.22
N 1.64 -0.63 1.18
H 2.13 1.69 -0.09
H 3.08 1.00 -1.45
H 3.69 0.88 0.23
H 1.15 -0.48 -0.84
H 2.71 -1.29 -0.57
H 1.15 -1.52 1.31
H 2.46 -0.66 1.78
*
```

gap between HOMO and LUMO: 10.368 eV
SMILES: FCCF.CCN
strongest force on any atom: 0.7 eV/Å
LUMO energy: 1.05 eV

***

No. 2
Entry from the Open Molecules 2025 dataset: a molecular structure, C32H36F5MnN3O4Se2Si (wB97M-V/def2-TZVPD).

```
! wB97M-V def2-TZVPD RIJCOSX def2/J DEFGRID3
* xyz -1 5
Mn -1.17 -0.83 -0.04
O -3.28 -1.26 1.31
C -3.32 -1.88 2.58
C -2.17 -1.36 3.44
C -2.58 -1.63 4.90
O -1.59 -1.30 5.85
C -0.86 -2.11 3.17
Se -0.59 -2.78 1.35
C -2.03 0.16 3.26
Se -0.90 0.77 1.77
H -4.09 -1.41 0.81
H -3.25 -2.97 2.48
H -4.27 -1.64 3.07
H -2.87 -2.69 5.00
H -3.45 -1.02 5.16
H -0.75 -1.64 5.52
H -0.82 -3.01 3.79
H -0.01 -1.47 3.42
H -1.55 0.56 4.15
H -3.02 0.61 3.16
C -5.07 2.51 -1.93
N -3.75 2.00 -2.23
C -3.11 2.30 -3.39
C -1.91 1.78 -3.69
C -1.31 0.90 -2.72
N -1.94 0.60 -1.58
C -3.20 1.07 -1.33
O -3.86 0.72 -0.38
N -0.11 0.38 -2.93
H -5.28 3.35 -2.59
H -5.09 2.84 -0.89
H -5.82 1.74 -2.06
H -3.62 2.99 -4.05
H -1.39 2.03 -4.60
H 0.42 0.71 -3.72
H 0.40 0.01 -2.06
C 3.78 -1.54 -1.23
C 3.64 -0.02 -1.29
C 3.34 0.37 -2.74
C 4.97 0.60 -0.87
Si 2.18 0.50 -0.16
O 0.86 -0.26 -0.65
C 2.71 0.15 1.62
C 2.80 -1.18 2.05
C 3.21 -1.49 3.34
C 3.54 -0.47 4.23
C 3.45 0.85 3.82
C 3.05 1.15 2.53
C 1.92 2.38 -0.34
C 2.92 3.34 -0.18
C 2.67 4.69 -0.37
C 1.40 5.12 -0.72
C 0.39 4.19 -0.87
C 0.65 2.84 -0.68
H 4.54 -1.88 -1.95
H 2.84 -2.04 -1.45
H 4.11 -1.87 -0.24
H 4.19 0.14 -3.38
H 3.12 1.44 -2.84
H 2.48 -0.20 -3.12
H 5.78 0.16 -1.47
H 5.19 0.40 0.18
H 5.00 1.67 -1.04
H 2.51 -1.98 1.39
H 3.25 -2.52 3.65
H 3.85 -0.71 5.24
H 3.69 1.65 4.51
H 2.96 2.19 2.24
H 3.92 3.04 0.11
H 3.47 5.41 -0.24
H 1.20 6.18 -0.87
H -0.62 4.51 -1.12
H -0.16 2.12 -0.77
F -3.95 -1.99 -1.35
C -2.89 -2.62 -1.93
C -1.60 -2.33 -1.53
C -0.62 -3.03 -2.22
F 0.68 -2.87 -1.92
C -0.89 -3.95 -3.22
F 0.09 -4.60 -3.86
C -2.21 -4.20 -3.58
F -2.49 -5.08 -4.55
C -3.22 -3.53 -2.92
F -4.50 -3.76 -3.26
*
```

gap between HOMO and LUMO (alpha / beta): 6.487 / 6.845 eV
strongest force on any atom: 0.5 eV/Å
LUMO energy (alpha / beta): 2.07 / 2.29 eV

***

No. 3
Entry from the Open Molecules 2025 dataset: a single C7H13NP2 molecule in a non-equilibrium geometry (wB97M-V/def2-TZVPD).

```
! wB97M-V def2-TZVPD RIJCOSX def2/J DEFGRID3
* xyz 0 1
C 1.52 0.49 -0.32
C 0.83 -2.62 1.21
C 0.96 0.49 -1.60
C -0.54 0.92 -1.70
C -1.43 -0.09 -0.97
C -0.22 -0.50 1.13
C -1.38 0.18 0.52
N -0.12 -1.86 0.95
P 2.97 0.84 0.45
P -1.36 2.07 0.86
H 0.69 -3.61 0.90
H 1.82 -2.24 1.57
H 1.42 1.18 -2.31
H 1.10 -0.57 -2.17
H -0.80 1.91 -1.17
H -0.89 0.97 -2.66
H -2.40 -0.17 -1.44
H -1.10 -1.14 -1.20
H 0.12 0.04 2.03
H -2.25 -0.23 0.94
H 2.81 0.29 1.66
H -0.08 1.99 1.16
H -1.67 1.68 2.17
*
```

gap between HOMO and LUMO (alpha / beta): 7.240 / 7.525 eV
strongest force on any atom: 4.6 eV/Å
LUMO energy (alpha / beta): -0.26 / -0.14 eV

***

No. 4
Entry from the Open Molecules 2025 dataset: 2 unconnected molecules or ions with the total composition CH3NO2P in a non-equilibrium geometry (wB97M-V/def2-TZVPD).

```
! wB97M-V def2-TZVPD RIJCOSX def2/J DEFGRID3
* xyz -1 1
C 1.87 -0.09 0.06
N -0.61 0.65 -0.86
O 1.76 -1.21 -0.12
O 2.08 1.04 0.10
P -1.62 -0.13 0.18
H -1.30 0.92 -1.50
H -1.28 0.26 1.63
H -0.90 -1.44 0.50
*
```

gap between HOMO and LUMO: 6.613 eV
strongest force on any atom: 2.5 eV/Å
LUMO energy: 3.82 eV

***

No. 5
Entry from the Open Molecules 2025 dataset: a molecular structure, C17H31Cl3O2P2Ti in a non-equilibrium geometry (wB97M-V/def2-TZVPD).

```
! wB97M-V def2-TZVPD RIJCOSX def2/J DEFGRID3
* xyz 0 3
P -2.24 1.02 -0.73
P -0.25 -1.87 -1.81
C -2.42 -0.03 -2.33
C -2.02 -1.51 -2.29
H -1.89 0.54 -3.11
H -3.50 0.01 -2.55
H -2.68 -2.13 -1.66
H -2.09 -1.90 -3.33
C 0.57 -1.55 -3.40
H 1.66 -1.71 -3.30
H 0.37 -0.53 -3.75
H 0.17 -2.26 -4.14
C -0.24 -3.64 -1.51
H -0.34 -4.17 -2.48
H -1.08 -3.91 -0.85
H 0.71 -3.92 -1.03
C -2.93 2.58 -1.32
H -2.84 3.35 -0.56
H -3.99 2.44 -1.56
H -2.40 2.90 -2.22
C -3.71 0.27 0.10
H -3.53 -0.81 0.25
H -4.61 0.40 -0.51
H -3.86 0.77 1.07
Ti 2.38 2.84 0.72
C 1.20 -2.01 1.09
C 1.18 -1.45 -0.20
C 0.89 0.10 -0.40
C 0.44 1.00 0.76
C -1.13 1.05 0.96
C -1.58 -0.02 1.81
C -1.12 -1.32 1.44
C 0.18 -1.82 2.12
C 1.88 3.24 2.61
H 2.08 -2.54 1.44
H 1.97 -1.83 -0.89
H 0.07 0.23 -1.17
H 1.73 0.57 -0.95
H 0.91 0.73 1.71
H 0.68 2.11 0.46
H -1.41 2.08 1.26
H -2.33 0.17 2.56
H -1.00 -1.26 0.33
H -1.93 -2.03 1.60
H 0.42 -1.17 2.99
H -0.05 -2.81 2.54
H 1.65 2.36 3.23
H 1.08 3.97 2.68
H 2.82 3.69 2.96
Cl 6.41 0.01 3.28
C 5.33 1.03 2.50
Cl 5.46 2.69 2.78
Cl 2.36 4.53 -0.67
C 4.49 0.56 1.48
O 4.45 -0.58 1.02
O 3.59 1.56 0.97
*
```

gap between HOMO and LUMO (alpha / beta): 6.103 / 4.115 eV
strongest force on any atom: 4.5 eV/Å
LUMO energy (alpha / beta): 0.29 / -1.69 eV

***

No. 6
Entry from the Open Molecules 2025 dataset: a molecular structure, C25H29Cl2N5ReSi (wB97M-V/def2-TZVPD).

```
! wB97M-V def2-TZVPD RIJCOSX def2/J DEFGRID3
* xyz 2 2
Re -0.52 0.11 -0.63
N -1.45 2.63 2.65
C -0.69 1.62 2.23
N -1.05 1.34 0.99
C -2.05 2.23 0.71
N -2.32 3.03 1.71
C -2.64 2.19 -0.61
C -3.70 2.98 -1.04
N -4.19 2.88 -2.27
C -3.63 2.00 -3.08
C -2.57 1.20 -2.69
N -2.07 1.29 -1.45
H -1.44 3.09 3.55
H 0.08 1.14 2.81
H -4.15 3.70 -0.36
H -4.03 1.91 -4.09
H -2.11 0.48 -3.36
Cl 1.33 -3.81 -2.00
C 1.49 -2.19 -2.59
Cl -0.12 -1.32 -2.63
H 1.81 -2.19 -3.63
H 2.13 -1.59 -1.96
C -2.96 -2.94 2.39
Si -1.24 -2.55 1.79
C -0.31 -1.64 3.14
C -0.39 -4.11 1.25
C -1.50 -1.43 0.24
H -2.92 -3.63 3.24
H -3.55 -3.42 1.61
H -3.49 -2.04 2.72
H -0.06 -2.34 3.94
H -0.94 -0.86 3.58
H 0.64 -1.20 2.80
H -0.17 -4.74 2.12
H 0.55 -3.95 0.71
H -1.05 -4.68 0.59
H -1.81 -2.14 -0.55
H -2.41 -0.89 0.57
C 4.32 -2.66 1.83
C 5.09 -1.56 1.49
C 4.52 -0.51 0.79
C 3.17 -0.54 0.43
C 2.40 -1.66 0.78
C 2.97 -2.71 1.48
C 2.62 0.59 -0.30
C 1.36 0.81 -0.70
C 0.91 2.03 -1.44
C 0.64 3.22 -0.75
C 0.16 4.33 -1.42
C -0.08 4.26 -2.79
C 0.22 3.10 -3.50
C 0.71 1.99 -2.82
H 4.76 -3.49 2.38
H 6.13 -1.53 1.76
H 5.12 0.35 0.52
H 1.35 -1.72 0.49
H 2.38 -3.58 1.75
H 3.35 1.36 -0.56
H 0.84 3.28 0.31
H -0.03 5.25 -0.89
H -0.46 5.13 -3.32
H 0.09 3.07 -4.57
H 0.97 1.10 -3.38
*
```

gap between HOMO and LUMO (alpha / beta): 6.401 / 6.387 eV
strongest force on any atom: 0.1 eV/Å
LUMO energy (alpha / beta): -7.34 / -7.68 eV